No. 1
Computed, not measured: a cluster of 2 separate species, C4H4O2S in total in a non-equilibrium geometry, with ωB97M-V/def2-TZVPD.

The geometry in XYZ format:
```
11
C4H4O2S (ωB97M-V/def2-TZVPD)
C -0.735 0.808 1.063
C 0.048 -0.075 1.679
C 1.064 0.060 -1.687
C -0.606 -0.676 -0.606
O 1.243 1.227 -1.722
O -1.238 0.441 -0.142
S 0.215 -1.544 0.722
H -1.045 1.774 1.412
H 0.532 0.007 2.628
H 1.701 -0.748 -2.050
H -1.179 -1.273 -1.297
```

Properties
E_HOMO in eV: -7.3
E_LUMO in Eh: 0.02828
Kohn-Sham gap in eV: 8.089


No. 2
Computed, not measured: a structure of composition C23H49GaN4OP3 in a non-equilibrium geometry, with ωB97M-V/def2-TZVPD.

The geometry in XYZ format:
```
81
C23H49GaN4OP3 (ωB97M-V/def2-TZVPD)
Ga 1.846 0.625 0.834
P -0.484 1.537 2.229
P -3.151 -1.323 -0.214
P -2.066 2.139 -1.936
H 4.197 -0.478 -0.990
C 3.903 0.575 -0.876
C 3.682 1.179 0.398
H 4.235 0.750 1.264
C -0.036 1.389 3.994
C -2.283 1.295 2.503
C -0.462 3.320 1.898
C -3.014 -2.498 -1.641
C -3.000 -2.540 1.168
C -4.986 -1.122 -0.181
C -1.307 3.682 -2.398
C -3.594 2.280 -0.980
C -2.151 0.918 -3.250
H 4.224 1.222 -1.713
H 3.685 2.274 0.459
H 1.031 1.190 4.103
H -0.580 0.545 4.429
H -0.301 2.299 4.535
H -2.462 0.299 2.912
H -2.867 1.376 1.587
H -2.662 2.029 3.223
H 0.447 3.585 1.359
H -0.510 3.889 2.826
H -1.299 3.603 1.259
H -4.003 -2.913 -1.881
H -2.315 -3.310 -1.393
H -2.629 -1.944 -2.511
H -4.005 -2.881 1.454
H -2.539 -2.042 2.032
H -2.386 -3.402 0.871
H -5.462 -1.883 -0.810
H -5.266 -0.126 -0.539
H -5.324 -1.236 0.855
H -1.897 4.234 -3.143
H -0.321 3.443 -2.811
H -1.180 4.288 -1.488
H -4.223 3.099 -1.372
H -3.299 2.528 0.057
H -4.172 1.335 -1.014
H -2.239 1.438 -4.217
H -2.999 0.222 -3.104
H -1.194 0.364 -3.214
C 1.591 2.294 -1.908
C 1.648 1.186 -2.818
C 1.746 1.452 -4.180
C 2.035 2.749 -4.624
C 2.396 3.738 -3.700
C 2.147 3.554 -2.341
O 0.885 2.138 -0.812
H -1.103 1.597 -1.065
H 1.501 0.184 -2.394
H 1.552 0.643 -4.870
H 2.096 2.949 -5.691
H 2.854 4.676 -4.006
H 2.189 4.384 -1.640
C 3.067 -1.720 1.496
N 1.585 -1.613 1.238
C 0.834 -2.082 2.441
N 1.284 -3.451 2.855
C 2.754 -3.442 3.083
N 3.475 -3.092 1.866
C 3.093 -3.965 0.717
N 1.636 -3.947 0.473
C 1.198 -2.562 0.153
C 1.027 -4.393 1.768
H 3.333 -1.063 2.354
H 3.619 -1.474 0.566
H -0.243 -2.171 2.193
H 0.995 -1.386 3.280
H 3.055 -4.434 3.427
H 2.983 -2.699 3.858
H 3.597 -3.579 -0.183
H 3.398 -4.996 0.950
H 0.093 -2.593 0.080
H 1.658 -2.272 -0.807
H 1.495 -5.355 2.031
H -0.056 -4.511 1.637
```

Properties
E_HOMO in eV: -16.1
E_LUMO in Eh: -0.42096
Kohn-Sham gap in eV: 4.668
Total charge: +3


No. 3
Computed, not measured: a cluster of 2 separate species, C10H12O2P in total in a non-equilibrium geometry, with ωB97M-V/def2-TZVPD.

The geometry in XYZ format:
```
25
C10H12O2P (ωB97M-V/def2-TZVPD)
C 2.852 0.663 -0.099
C 1.893 1.267 -0.792
C 2.849 -0.752 0.117
C 0.689 0.569 -1.292
C 1.681 -1.406 -0.083
C 0.600 -0.853 -0.791
C -2.927 0.300 -1.156
C -2.243 -0.196 1.411
C -0.472 -1.530 -1.114
C -2.315 0.628 0.203
O -2.681 1.263 -1.940
O -3.491 -0.782 -1.384
P -2.346 2.379 0.199
H 3.775 1.252 0.207
H 1.850 2.346 -0.771
H 3.563 -1.138 0.666
H 0.892 0.545 -2.440
H 1.756 -2.479 0.087
H -1.350 -0.832 1.191
H -2.986 -1.003 1.300
H -2.115 0.232 2.454
H -0.465 -2.680 -0.774
H -1.377 -1.122 -1.528
H -0.246 1.028 -1.149
H -2.133 2.642 1.755
```

Properties
E_HOMO in eV: -4.5
E_LUMO in Eh: 0.11421
Kohn-Sham gap in eV: 7.653
Total charge: -1


No. 4
Computed, not measured: a structure of composition C31H40FeGeN3O2PS2SiTe in a non-equilibrium geometry, with ωB97M-V/def2-TZVPD.

The geometry in XYZ format:
```
83
C31H40FeGeN3O2PS2SiTe (ωB97M-V/def2-TZVPD)
Fe -1.317 1.727 -0.054
C 1.481 8.033 -1.408
Si 1.611 6.191 -1.253
C 2.256 5.388 -2.800
C 2.844 5.444 -0.078
C -0.133 5.481 -0.909
C -1.244 6.329 -0.846
C -2.573 5.897 -0.751
C -2.766 4.511 -0.618
N -1.740 3.701 -0.673
C -0.429 4.067 -0.719
S 0.603 2.674 -0.682
H 2.475 8.481 -1.296
H 0.826 8.523 -0.648
H 1.130 8.290 -2.389
H 3.256 5.757 -3.000
H 1.592 5.571 -3.645
H 2.268 4.265 -2.638
H 3.820 5.715 -0.535
H 2.784 4.315 -0.019
H 2.839 5.847 0.977
H -1.027 7.366 -0.844
H -3.367 6.591 -0.763
H -3.757 4.079 -0.427
N -1.389 0.704 5.567
C -1.635 0.378 4.125
P -0.774 1.747 3.203
O -0.650 2.881 4.230
O -1.505 1.998 1.931
C 0.966 1.140 2.957
N 1.923 2.229 2.897
H -2.224 0.502 6.118
H -1.191 1.739 5.615
H -0.562 0.305 6.000
H -2.715 0.437 3.978
H -1.366 -0.657 3.983
H 0.875 0.637 2.001
H 1.242 0.329 3.740
H 2.277 2.287 1.949
H 2.749 2.222 3.516
H 1.415 3.096 3.093
Te -2.432 -1.012 -0.512
C -2.299 -0.914 -2.677
C -1.044 -0.684 -3.299
C -1.150 -0.592 -4.703
C -2.486 -0.663 -5.116
S -3.638 -0.849 -3.907
H -0.117 -0.518 -2.758
H -0.277 -0.556 -5.373
H -2.926 -0.631 -6.115
C -3.293 -4.910 -0.159
Ge -1.575 -3.917 -0.497
C -0.682 -4.906 -1.923
C -0.806 -4.534 -3.304
C -0.313 -5.351 -4.293
C 0.135 -6.699 -3.994
C 0.181 -7.147 -2.714
C -0.153 -6.257 -1.670
C -0.376 -4.127 1.144
C -0.993 -4.311 2.372
C -0.326 -3.916 3.562
C 0.969 -3.417 3.560
C 1.648 -3.375 2.355
C 3.060 -2.934 2.305
C 3.756 -3.036 1.156
C 3.122 -3.366 -0.089
C 1.776 -3.656 -0.063
C 1.007 -3.719 1.118
H -3.222 -5.790 0.466
H -3.723 -5.086 -1.143
H -3.987 -4.226 0.393
H -1.233 -3.557 -3.593
H -0.242 -5.006 -5.334
H 0.446 -7.337 -4.812
H 0.495 -8.160 -2.423
H -0.103 -6.553 -0.620
H -1.967 -4.870 2.415
H -0.895 -4.047 4.538
H 1.396 -2.987 4.503
H 3.597 -2.578 3.235
H 4.826 -2.796 1.057
H 3.688 -3.347 -1.001
H 1.289 -3.878 -0.970
```

Properties
E_HOMO (spin up / spin down) in eV: -12.5 / -12.5
E_LUMO (spin up / spin down) in Eh: -0.21367 / -0.21689
Multiplicity: 5
Kohn-Sham gap (spin up / spin down) in eV: 6.681 / 6.587
Total charge: +2


No. 5
Computed, not measured: a cluster of 2 separate species, C11H14N2 in total in a non-equilibrium geometry, with ωB97M-V/def2-TZVPD.

The geometry in XYZ format:
```
27
C11H14N2 (ωB97M-V/def2-TZVPD)
C -0.759 2.638 1.846
C -1.072 0.448 -1.270
C -2.235 0.964 -1.827
C -0.602 1.027 -0.100
C -1.292 1.982 0.618
C -2.893 2.004 -1.173
C -2.559 2.332 0.130
H -0.475 -0.327 -1.728
H -2.535 0.709 -2.836
H 0.386 0.734 0.239
H -3.730 2.446 -1.701
H -0.215 1.918 2.470
H -1.552 2.854 2.574
H -3.173 3.111 0.572
H -0.173 3.542 1.733
C 1.659 -2.580 -1.789
C 1.446 -2.074 1.701
C 1.831 -2.087 -0.391
C 2.383 -0.939 0.077
N 1.159 -2.756 0.628
N 2.208 -0.989 1.454
H 1.128 -2.366 2.685
H 2.772 -0.531 2.146
H 3.052 -0.232 -0.378
H 0.713 -3.076 -2.021
H 2.431 -3.284 -2.098
H 1.576 -1.716 -2.461
```

Properties
E_HOMO in eV: -8.8
E_LUMO in Eh: 0.02874
SMILES: Cc1c[nH]cn1.Cc1ccccc1
Kohn-Sham gap in eV: 9.619


No. 6
Computed, not measured: a structure of composition C12H31KO12S3 in a non-equilibrium geometry, with ωB97M-V/def2-TZVPD.

The geometry in XYZ format:
```
59
C12H31KO12S3 (ωB97M-V/def2-TZVPD)
K 2.281 0.516 0.163
C 6.322 -2.996 -3.752
C 7.230 -1.919 -3.146
O 8.419 -1.768 -3.474
O 6.818 -1.275 -2.182
H 6.806 -3.674 -4.455
H 5.378 -2.618 -4.145
H 6.142 -3.624 -2.879
C 3.062 5.455 4.708
O 3.399 4.359 3.842
H 2.261 5.291 5.429
H 3.909 5.551 5.388
H 2.980 6.390 4.154
H 4.320 4.501 3.611
O -1.362 -5.912 -4.301
S -1.446 -4.493 -4.748
O -0.989 -3.427 -3.870
O -0.568 -4.311 -6.179
C -0.868 -5.211 -7.241
C 0.387 -5.136 -8.205
C -3.131 -4.076 -5.348
H -1.812 -5.092 -7.772
H -0.951 -6.184 -6.757
H 0.578 -6.109 -8.659
H 1.298 -4.911 -7.651
H 0.194 -4.365 -8.950
H -3.270 -4.674 -6.249
H -3.204 -3.032 -5.652
H -3.788 -4.367 -4.528
O -4.040 3.323 -1.126
S -5.206 3.656 -1.971
O -6.418 2.824 -1.934
O -5.616 5.259 -1.698
C -6.959 5.661 -1.961
C -7.945 5.364 -0.857
C -4.602 3.831 -3.790
H -7.258 5.041 -2.806
H -6.969 6.684 -2.337
H -7.843 6.027 0.002
H -7.943 4.328 -0.517
H -8.967 5.505 -1.209
H -4.121 2.878 -4.009
H -3.947 4.702 -3.830
H -5.471 3.949 -4.438
O 2.377 -3.441 7.421
S 2.679 -1.995 7.246
O 2.169 -1.244 6.138
O 2.348 -1.248 8.675
C 2.345 0.130 8.745
C 1.845 0.419 10.147
C 4.514 -1.817 7.227
H 1.697 0.687 8.068
H 3.311 0.489 8.391
H 2.117 -0.344 10.877
H 0.760 0.483 10.225
H 2.161 1.436 10.382
H 4.824 -2.140 8.220
H 4.767 -0.784 6.985
H 4.996 -2.552 6.582
```

Properties
E_HOMO in eV: -5.2
E_LUMO in Eh: -0.07205
Kohn-Sham gap in eV: 3.240